Below is 6 unconnected molecules or ions with the total composition C37H42F6NO5PS, with properties calculated with the ωB97M-V functional and the def2-TZVPD basis.

```
93
Properties=species:S:1:pos:R:3
C -3.19 0.47 1.65
C -3.12 -1.11 1.65
O -3.29 -1.73 2.94
P -2.04 -1.40 4.01
O -1.67 -2.72 4.70
C -0.46 -0.82 3.16
C 0.29 0.13 4.19
C 1.63 0.74 3.56
N 1.74 2.19 3.88
S 0.68 3.11 2.90
O -0.15 2.27 2.01
O 1.41 4.10 2.07
F -0.30 3.87 3.99
O -2.38 -0.26 5.19
C -3.79 0.03 5.33
C -3.87 1.52 5.92
H -2.22 0.91 1.28
H -3.36 0.91 2.67
H -4.02 0.81 0.98
H -2.17 -1.48 1.15
H -3.94 -1.46 0.97
H 0.17 -1.72 2.96
H -0.64 -0.23 2.23
H -0.33 1.02 4.46
H 0.52 -0.43 5.14
H 1.73 0.51 2.47
H 2.49 0.23 4.08
H 2.67 2.49 3.55
H -4.28 -0.62 6.11
H -4.36 0.05 4.38
H -4.07 1.54 7.02
H -4.64 2.08 5.32
H -2.89 2.00 5.67
F 1.49 8.79 -2.94
C 1.60 8.18 -1.75
C 0.89 7.02 -1.51
C 1.01 6.39 -0.28
C 1.84 6.93 0.70
C 2.55 8.10 0.45
C 2.43 8.73 -0.79
H 0.25 6.62 -2.28
H 0.47 5.48 -0.08
H 1.93 6.44 1.66
H 3.18 8.53 1.21
H 2.98 9.64 -1.00
F 0.91 -1.18 1.01
C 1.06 -1.71 -0.23
C 0.75 -3.04 -0.44
C 0.90 -3.58 -1.71
C 1.37 -2.79 -2.75
C 1.68 -1.45 -2.53
C 1.52 -0.91 -1.26
H 0.39 -3.64 0.39
H 0.65 -4.62 -1.89
H 1.49 -3.21 -3.74
H 2.05 -0.84 -3.33
H 1.76 0.13 -1.06
F 3.07 -1.80 -5.22
C 2.99 -1.09 -6.36
C 2.12 -0.02 -6.44
C 2.04 0.71 -7.62
C 2.83 0.36 -8.71
C 3.70 -0.72 -8.62
C 3.79 -1.45 -7.44
H 1.50 0.23 -5.58
H 1.37 1.56 -7.69
H 2.77 0.93 -9.63
H 4.31 -1.00 -9.47
H 4.46 -2.29 -7.35
F -5.70 -0.74 -0.03
C -5.37 -0.49 -1.31
C -5.16 -1.56 -2.17
C -4.82 -1.31 -3.49
C -4.69 0.00 -3.94
C -4.90 1.06 -3.07
C -5.25 0.82 -1.75
H -5.26 -2.57 -1.80
H -4.66 -2.13 -4.18
H -4.42 0.19 -4.97
H -4.79 2.08 -3.42
H -5.42 1.63 -1.05
F 2.94 -4.93 -0.08
C 3.06 -5.52 1.12
C 2.35 -6.68 1.38
C 2.47 -7.29 2.62
C 3.31 -6.74 3.58
C 4.02 -5.58 3.31
C 3.90 -4.97 2.07
H 1.69 -7.09 0.61
H 1.92 -8.20 2.83
H 3.40 -7.22 4.55
H 4.66 -5.15 4.06
H 4.45 -4.07 1.83
```

Computed properties:
* SMILES: CCOP(=O)(CCCNS(=O)(=O)F)OCC.Fc1ccccc1.Fc1ccccc1.Fc1ccccc1.Fc1ccccc1.Fc1ccccc1
* 2S+1: 1
* LUMO energy: 0.2 eV
* M: 757.8 g mol⁻¹